C20H72N8O16 | wB97M-V/def2-TZVPD

The energy above the lowest of the compared OMol25 structures with the same formula, charge and spin is 3.425 eV. The HOMO energy is -7.12 eV. The HOMO-LUMO gap comes out at 6.800 eV. The spin multiplicity is 1. Its charge is 0.

Bonds (Å) are listed after each position.
Geometry (Å):
1 C -0.903 -0.403 -0.379  C2 1.466, H4 1.106, H5 1.063, H6 1.100
2 C 0.174 0.336 0.287  C1 1.466, O3 1.411, H7 1.062, H8 1.066
3 O 1.393 -0.344 0.076  C2 1.411, H9 0.959
4 H -1.850 0.009 0.016  C1 1.106
5 H -0.851 -1.464 -0.388  C1 1.063
6 H -0.859 -0.083 -1.431  C1 1.100
7 H 0.112 0.364 1.346  C2 1.062
8 H 0.157 1.337 -0.079  C2 1.066
9 H 2.029 0.071 0.661  O3 0.959
10 C 3.880 -2.430 2.404  C11 1.549, H13 1.072, H14 1.076, H15 1.126
11 C 3.693 -3.942 2.125  C10 1.549, O12 1.420, H16 1.102, H17 1.061
12 O 4.006 -4.090 0.748  C11 1.420, H18 0.984
13 H 3.490 -2.229 3.383  C10 1.072
14 H 3.297 -1.940 1.644  C10 1.076
15 H 4.921 -2.010 2.316  C10 1.126
16 H 2.619 -4.181 2.197  C11 1.102
17 H 4.317 -4.515 2.764  C11 1.061
18 H 3.667 -4.976 0.489  O12 0.984
19 C -0.803 -0.779 4.976  C20 1.547, H22 1.087, H23 1.107, H24 1.134
20 C -0.782 -1.449 3.582  C19 1.547, O21 1.409, H25 1.124, H26 1.085
21 O 0.542 -1.499 3.102  C20 1.409, H27 1.009
22 H -0.250 -1.388 5.687  C19 1.087
23 H -1.871 -0.694 5.256  C19 1.107
24 H -0.285 0.230 4.982  C19 1.134
25 H -1.324 -0.822 2.824  C20 1.124
26 H -1.220 -2.441 3.610  C20 1.085
27 H 0.641 -2.111 2.306  O21 1.009
28 C -3.823 2.382 2.977  C29 1.534, H31 1.127, H32 1.056, H33 1.082
29 C -2.496 1.612 2.990  C28 1.534, O30 1.389, H34 1.082, H35 1.104
30 O -1.425 2.304 2.440  C29 1.389, H36 0.989
31 H -4.602 1.669 3.372  C28 1.127
32 H -4.186 2.502 1.994  C28 1.056
33 H -4.018 3.255 3.586  C28 1.082
34 H -2.663 0.667 2.492  C29 1.082
35 H -2.231 1.398 4.040  C29 1.104
36 H -1.503 2.549 1.485  O30 0.989
37 C 2.129 0.807 -2.913  O38 1.387, N39 1.316, N40 1.282
38 O 2.753 1.649 -2.006  C37 1.387
39 N 2.453 -0.410 -3.297  C37 1.316, H41 1.061, H42 1.037
40 N 1.071 1.149 -3.550  C37 1.282, H43 1.017, H44 1.023
41 H 3.127 -1.031 -2.763  N39 1.061
42 H 1.601 -0.967 -3.491  N39 1.037
43 H 0.716 2.021 -3.165  N40 1.017
44 H 0.407 0.420 -3.822  N40 1.023
45 C 0.991 -3.699 -0.183  O46 1.399, N47 1.287, N48 1.331
46 O 0.715 -3.318 1.135  C45 1.399
47 N 0.856 -4.916 -0.577  C45 1.287, H49 0.997, H50 1.040
48 N 1.311 -2.809 -1.119  C45 1.331, H51 1.026, H52 1.014
49 H 0.872 -5.562 0.182  N47 0.997
50 H 1.308 -5.189 -1.474  N47 1.040
51 H 1.308 -1.810 -0.883  N48 1.026
52 H 1.344 -3.077 -2.096  N48 1.014
53 C 2.813 3.273 0.738  O54 1.330, N55 1.299, N56 1.336
54 O 1.547 2.947 0.982  C53 1.330
55 N 3.563 3.244 1.798  C53 1.299, H57 1.046, H58 1.027
56 N 3.056 4.562 0.481  C53 1.336, H59 1.064, H60 1.067
57 H 3.080 2.449 2.276  N55 1.046
58 H 4.486 2.851 1.578  N55 1.027
59 H 2.121 4.881 0.085  N56 1.064
60 H 3.793 4.822 -0.244  N56 1.067
61 C 3.261 0.423 3.541  O62 1.398, N63 1.308, N64 1.296
62 O 2.973 0.517 2.176  C61 1.398
63 N 4.467 0.593 4.019  C61 1.308, H65 1.030, H66 1.038
64 N 2.332 0.252 4.427  C61 1.296, H67 1.077, H68 1.079
65 H 5.148 0.571 3.246  N63 1.030
66 H 4.731 -0.055 4.785  N63 1.038
67 H 1.455 -0.210 4.006  N64 1.077
68 H 2.469 -0.091 5.440  N64 1.079
69 C -2.728 3.994 -0.481  O70 1.427, H71 1.030, H72 1.073, H73 1.086
70 O -2.095 2.737 -0.244  C69 1.427, H74 0.977
71 H -3.553 4.103 0.126  C69 1.030
72 H -2.974 4.074 -1.521  C69 1.073
73 H -2.020 4.777 -0.223  C69 1.086
74 H -2.746 2.041 -0.461  O70 0.977
75 C 5.131 0.382 -0.226  O76 1.409, H77 1.069, H78 1.089, H79 1.085
76 O 5.022 1.775 -0.411  C75 1.409, H80 0.965
77 H 5.899 0.065 0.447  C75 1.069
78 H 5.583 0.085 -1.171  C75 1.089
79 H 4.177 -0.104 -0.053  C75 1.085
80 H 4.420 2.032 -1.120  O76 0.965
81 C -5.457 1.348 -0.620  O82 1.452, H83 1.087, H84 1.105, H85 1.114
82 O -4.340 0.655 -0.001  C81 1.452, H86 0.962
83 H -6.443 0.912 -0.481  C81 1.087
84 H -5.264 1.646 -1.666  C81 1.105
85 H -5.587 2.301 -0.059  C81 1.114
86 H -4.066 -0.022 -0.627  O82 0.962
87 C -0.513 -1.273 -5.195  O88 1.433, H89 1.073, H90 1.098, H91 1.112
88 O -0.070 -1.416 -3.840  C87 1.433, H92 0.960
89 H -0.361 -2.084 -5.882  C87 1.073
90 H 0.051 -0.432 -5.620  C87 1.098
91 H -1.591 -1.013 -5.110  C87 1.112
92 H -0.725 -1.952 -3.386  O88 0.960
93 C -3.332 1.719 -3.804  O94 1.370, H95 1.056, H96 1.082, H97 1.056
94 O -3.001 0.978 -2.699  C93 1.370, H98 0.974
95 H -4.282 1.453 -4.183  C93 1.056
96 H -2.562 1.603 -4.554  C93 1.082
97 H -3.370 2.682 -3.373  C93 1.056
98 H -3.345 0.071 -2.786  O94 0.974
99 C -0.129 4.027 -3.327  O100 1.414, H101 1.080, H102 1.103, H103 1.092
100 O -0.119 3.241 -2.151  C99 1.414, H104 0.972
101 H 0.769 4.323 -3.847  C99 1.080
102 H -0.681 4.954 -3.093  C99 1.103
103 H -0.712 3.595 -4.143  C99 1.092
104 H -0.975 2.911 -1.831  O100 0.972
105 C -3.609 -2.215 1.807  O106 1.395, H107 1.111, H108 1.092, H109 1.104
106 O -2.869 -3.325 1.400  C105 1.395, H110 0.963
107 H -3.262 -1.364 1.182  C105 1.111
108 H -3.474 -1.998 2.868  C105 1.092
109 H -4.689 -2.406 1.684  C105 1.104
110 H -3.447 -3.837 0.824  O106 0.963
111 C -2.032 -3.715 -3.909  O112 1.376, H113 1.106, H114 1.079, H115 1.080
112 O -1.852 -3.040 -2.724  C111 1.376, H116 0.973
113 H -2.542 -3.146 -4.708  C111 1.106
114 H -2.663 -4.560 -3.681  C111 1.079
115 H -1.096 -4.075 -4.311  C111 1.080
116 H -1.728 -3.687 -2.008  O112 0.973